C5H9NO7P | ωB97M-V with the def2-TZVPD basis set

Results
Highest occupied orbital energy, hartree: -0.2258
Gap between HOMO and LUMO, eV: 9.53
F_max, Eh/bohr: 0.018
Lowest unoccupied orbital energy, hartree: 0.125
Total charge: -1
2S+1: 1
E, a.u.: -1119.01880

Each line ends with the Mulliken charge.
Element x y z (Å)
1 C 0.99229 -0.35876 1.18735  0.6537
2 C -0.27593 1.50419 -1.30969  0.6662
3 C 2.04507 0.72737 0.99248  -0.5627
4 C 1.23856 1.99342 0.70286  -0.6932
5 C -0.12833 1.46449 0.24873  -0.0721
6 N -0.18496 0.14145 0.82538  -0.0957
7 O -0.20889 -1.83427 -1.33023  -0.4852
8 O 0.48723 2.19407 -1.95497  -0.6839
9 O 1.18147 -1.48762 1.61674  -0.8027
10 O -1.26989 0.86809 -1.82684  -0.5795
11 O -2.36792 -0.82503 -0.41220  -0.8019
12 O -2.38554 -3.20001 -1.41492  -0.7439
13 O -1.20240 -2.73086 0.79420  -0.5239
14 P -1.67057 -2.17066 -0.64183  0.7819
15 H 2.65682 0.43974 0.13524  0.2438
16 H 2.69239 0.81205 1.86444  0.3440
17 H 1.13019 2.60154 1.60253  0.3180
18 H 1.67787 2.60122 -0.08793  0.3266
19 H -0.96081 2.07264 0.63034  0.2514
20 H -1.03959 -0.39810 0.70333  0.2627
21 H -1.79596 0.13520 -1.18871  0.4469
22 H -0.27356 -2.16967 -2.22231  0.3098
23 H -0.33755 -2.38048 1.08599  0.4396